No. 1
A cluster of 2 separate species, C4H4N2O in total. Source: the OMol25 dataset; level of theory: ωB97M-V/def2-TZVPD.

Properties
HOMO = -0.3851 Eh
SMILES = C1=NC1.N#CC=O
E_LUMO = -1.04 eV
Frontier orbital gap = 9.437 eV

Last column: Mulliken charge in e.
Cartesian coordinates (Å):
N1 -0.203 0.179 2.677  -0.305
C1 0.222 0.812 1.807  0.251
C2 0.720 1.642 0.690  0.131
O1 1.769 1.416 0.147  -0.376
C3 0.162 -1.067 -1.164  -0.497
C4 -1.175 -1.009 -0.605  0.105
N2 -1.061 -1.926 -1.449  -0.459
H1 0.048 2.471 0.405  0.306
H2 -1.925 -0.595 0.060  0.313
H3 0.469 -0.380 -1.952  0.262
H4 0.975 -1.543 -0.617  0.271

***

No. 2
A structure of composition C4H4N2O. Source: the OMol25 dataset; level of theory: ωB97M-V/def2-TZVPD.

Properties
HOMO = -0.3530 Eh
E_LUMO = 0.48 eV
Frontier orbital gap = 10.083 eV

Last column: Mulliken charge in e.
Cartesian coordinates (Å):
C1 0.717 -0.794 -0.578  -0.079
C2 -1.203 -0.698 -0.287  -0.017
C3 -0.223 0.351 -0.625  0.492
C4 -0.072 1.333 0.517  -1.233
N1 1.404 -1.597 -0.046  0.534
N2 -1.998 -1.508 -0.190  -0.389
O1 1.986 -2.581 0.197  -0.639
H1 -0.366 0.943 -1.579  0.328
H2 -0.680 1.107 1.459  0.331
H3 -0.496 2.356 0.315  0.325
H4 0.931 1.088 0.818  0.347

***

No. 3
A structure of composition C4H4N2O2. Source: the OMol25 dataset; level of theory: ωB97M-V/def2-TZVPD.

Properties
HOMO = -0.3288 Eh
E_LUMO = -0.60 eV
Frontier orbital gap = 8.344 eV

Last column: Mulliken charge in e.
Cartesian coordinates (Å):
C1 -1.323 0.229 -0.003  0.500
C2 0.807 0.739 -1.107  0.109
C3 0.626 -1.338 0.961  0.193
C4 -0.679 -0.892 0.728  -0.393
H1 1.383 1.677 -1.895  0.244
H2 2.675 -0.821 0.770  0.229
H3 0.595 -2.053 1.967  0.231
H4 -1.308 -1.506 1.515  0.181
N1 1.918 0.286 -0.461  -0.503
N2 1.723 -0.636 0.617  -0.023
O1 -2.535 0.626 0.240  -0.535
O2 -0.643 0.964 -1.106  -0.232

***

No. 4
The molecule C4H4N2O2. Source: the OMol25 dataset; level of theory: ωB97M-V/def2-TZVPD.

Properties
HOMO = -0.3081 Eh
SMILES = O/N=c1/cconc1
E_LUMO = 0.14 eV
Frontier orbital gap = 8.524 eV

Last column: Mulliken charge in e.
Cartesian coordinates (Å):
C1 0.421 0.288 -0.299  0.625
C2 0.097 0.904 1.098  -0.419
C3 -0.848 0.168 1.860  -0.094
C4 -0.515 -0.662 -0.900  -0.034
H1 3.053 0.256 -1.953  0.370
H2 0.581 1.670 1.740  0.288
H3 -0.970 0.223 2.964  0.377
H4 -0.765 -0.736 -2.119  0.302
N1 1.573 0.749 -0.675  -0.423
N2 -1.469 -1.102 -0.173  -0.342
O1 1.883 0.429 -1.946  -0.417
O2 -1.577 -0.820 1.289  -0.234

***

No. 5
The molecule C4H4N2O2. Source: the OMol25 dataset; level of theory: ωB97M-V/def2-TZVPD.

Properties
HOMO = -0.3356 Eh
SMILES = [H]/N=c1/cc(O)cno1
E_LUMO = -0.32 eV
Frontier orbital gap = 8.813 eV

Last column: Mulliken charge in e.
Cartesian coordinates (Å):
C1 -0.887 -0.240 -0.549  0.596
C2 0.315 -0.557 -1.325  -0.363
C3 0.694 0.272 1.154  0.343
C4 -0.602 -0.093 0.767  -0.289
H1 -2.064 -0.824 -1.678  0.364
H2 0.253 -0.465 -2.373  0.414
H3 1.888 1.008 2.197  0.292
H4 -1.511 0.244 1.465  0.265
N1 1.478 -0.066 -1.206  -0.245
N2 0.974 0.621 2.359  -0.676
O1 -2.194 -0.212 -0.924  -0.460
O2 1.655 0.310 0.111  -0.241

***

No. 6
A structure of composition C4H4N2O2. Source: the OMol25 dataset; level of theory: ωB97M-V/def2-TZVPD.

Properties
HOMO = -0.3585 Eh
E_LUMO = 0.21 eV
Frontier orbital gap = 9.963 eV

Last column: Mulliken charge in e.
Cartesian coordinates (Å):
C1 -1.012 -0.366 -0.879  -0.309
C2 -0.351 -0.090 1.419  -0.214
C3 0.681 0.624 0.368  0.344
C4 0.231 0.549 -0.911  0.188
H1 -2.251 -0.382 -1.444  0.245
H2 -0.730 -1.732 -1.020  0.217
H3 -0.795 0.556 2.247  0.226
H4 -0.153 -1.220 1.855  0.200
N1 2.427 0.840 -0.922  -0.104
N2 1.373 0.840 -1.710  -0.318
O1 -1.464 -0.316 0.568  -0.316
O2 2.043 0.696 0.430  -0.160

***

No. 7
A structure of composition C4H4N2O2. Source: the OMol25 dataset; level of theory: ωB97M-V/def2-TZVPD.

Properties
HOMO = -0.3415 Eh
E_LUMO = -0.53 eV
Frontier orbital gap = 8.767 eV

Last column: Mulliken charge in e.
Cartesian coordinates (Å):
C1 -1.747 -0.520 -0.200  -0.979
C2 -0.440 0.363 -0.013  0.972
C3 0.707 -0.515 0.253  -0.607
C4 2.012 -0.066 0.104  0.252
H1 -1.318 -1.629 -0.442  0.255
H2 -2.365 -0.632 0.835  0.260
H3 -2.714 0.036 -0.657  0.317
H4 0.370 -1.466 0.498  0.414
N1 1.898 1.382 0.043  0.169
N2 1.112 2.141 -0.054  -0.025
O1 3.067 -0.674 -0.280  -0.583
O2 -0.581 1.581 -0.088  -0.445

***

No. 8
A cluster of 2 separate species, C4H4N2O5 in total. Source: the OMol25 dataset; level of theory: ωB97M-V/def2-TZVPD.

Properties
HOMO = -0.4046 Eh
SMILES = O=C1C=CC(O)=N1.O=[N+]([O-])O
E_LUMO = -1.38 eV
Frontier orbital gap = 9.631 eV

Last column: Mulliken charge in e.
Cartesian coordinates (Å):
C1 0.011 2.114 -1.542  -0.346
C2 -1.154 1.740 -1.023  -0.618
C3 1.049 1.112 -1.077  0.196
C4 -0.875 0.518 -0.222  0.653
N1 0.376 0.169 -0.283  -0.374
N2 0.579 -2.512 1.747  1.123
O1 1.430 -1.880 0.946  -0.465
O2 0.979 -3.495 2.269  -0.579
O3 2.220 1.105 -1.311  -0.498
O4 -1.797 -0.081 0.451  -0.456
O5 -0.527 -2.033 1.873  -0.725
H1 0.255 2.948 -2.171  0.441
H2 -2.130 2.171 -1.102  0.445
H3 1.041 -1.034 0.452  0.659
H4 -1.456 -0.842 0.992  0.544

***

No. 9
The molecule C4H4N2S. Source: the OMol25 dataset; level of theory: ωB97M-V/def2-TZVPD.

Properties
HOMO = -0.3181 Eh
SMILES = C#C/C=N\NC=S
E_LUMO = -1.22 eV
Frontier orbital gap = 7.433 eV

Last column: Mulliken charge in e.
Cartesian coordinates (Å):
C1 -1.424 -0.119 0.250  -0.077
C2 1.522 -0.641 -0.223  -0.146
C3 1.302 0.760 -0.092  -0.272
C4 0.864 1.943 -0.143  0.042
H1 -0.895 0.568 1.003  0.307
H2 -1.447 -1.934 -0.698  0.274
H3 2.531 -0.862 -0.164  0.369
H4 0.673 2.985 0.182  0.352
N1 -0.703 -1.240 -0.001  0.114
N2 0.603 -1.657 0.040  -0.647
S1 -3.027 0.198 -0.155  -0.317

***

No. 10
The molecule C4H4N2S. Source: the OMol25 dataset; level of theory: ωB97M-V/def2-TZVPD.

Properties
HOMO = -0.3826 Eh
SMILES = CC(S)(C#N)C#N
E_LUMO = 0.11 eV
Frontier orbital gap = 10.519 eV

Last column: Mulliken charge in e.
Cartesian coordinates (Å):
C1 -1.477 0.551 -1.284  0.162
C2 -0.477 1.973 0.413  -0.040
C3 -0.149 -0.533 0.472  -1.474
C4 -0.350 0.724 -0.373  0.930
N1 -2.284 0.281 -2.061  -0.396
N2 -0.603 3.021 0.875  -0.386
S1 1.195 0.772 -1.460  -0.197
H1 0.646 -0.586 1.132  0.416
H2 0.030 -1.274 -0.229  0.462
H3 -1.062 -0.582 1.175  0.314
H4 1.323 2.184 -1.654  0.208

***

No. 11
The molecule C4H4N2Se2. Source: the OMol25 dataset; level of theory: ωB97M-V/def2-TZVPD.

Properties
HOMO = -0.3123 Eh
SMILES = [SeH]c1nccnc1[SeH]
E_LUMO = 0.17 eV
Frontier orbital gap = 8.671 eV

Last column: Mulliken charge in e.
Cartesian coordinates (Å):
C1 -1.168 0.601 -0.532  -0.351
C2 -0.472 0.611 -1.678  -0.277
C3 0.516 -0.524 0.535  0.335
C4 1.384 -0.364 -0.671  0.265
N1 -0.680 0.050 0.591  -0.530
N2 0.875 0.201 -1.674  -0.511
Se1 0.916 -1.150 2.243  -0.071
Se2 3.133 -0.867 -0.735  0.042
H1 -2.054 1.077 -0.465  0.496
H2 -0.909 0.914 -2.599  0.395
H3 -0.320 -0.366 2.438  0.179
H4 3.377 -1.366 0.714  0.029

***

No. 12
The ion C4H4N3 with charge +1. Source: the OMol25 dataset; level of theory: ωB97M-V/def2-TZVPD.

Properties
HOMO = -0.5785 Eh
Total charge = +1
SMILES = N#C[n+]1ccc[nH]1
E_LUMO = -5.39 eV
Frontier orbital gap = 10.351 eV

Last column: Mulliken charge in e.
Cartesian coordinates (Å):
C1 1.939 -2.107 -0.364  0.399
C2 -0.263 0.429 0.748  -0.666
C3 -0.532 0.374 -0.618  0.071
C4 0.711 -0.515 1.010  -0.098
N1 2.699 -2.934 -0.555  -0.211
N2 0.221 -0.547 -1.188  -0.132
N3 1.047 -1.137 -0.128  0.066
H1 -0.722 1.095 1.448  0.386
H2 -1.240 0.965 -1.173  0.467
H3 1.173 -0.757 1.950  0.487
H4 0.347 -0.818 -2.156  0.233

***

No. 13
The molecule C4H4N4. Source: the OMol25 dataset; level of theory: ωB97M-V/def2-TZVPD.

Properties
HOMO = -0.3420 Eh
SMILES = [H]/N=c1/cnccnn1
E_LUMO = -0.88 eV
Frontier orbital gap = 8.427 eV

Last column: Mulliken charge in e.
Cartesian coordinates (Å):
C1 -1.314 -0.117 0.015  0.344
C2 -0.312 -1.258 -0.524  0.003
C3 1.581 -0.316 0.372  -0.058
C4 1.103 1.031 0.275  -0.010
H1 -2.690 0.539 0.757  0.284
H2 -0.657 -2.028 -1.337  0.298
H3 2.708 -0.468 0.495  0.315
H4 1.768 1.756 1.144  0.237
N1 -2.253 -0.289 0.750  -0.537
N2 0.992 -1.212 -0.376  -0.424
N3 0.035 1.531 -0.525  -0.155
N4 -0.962 0.831 -1.048  -0.297

***

No. 14
The molecule C4H4N4. Source: the OMol25 dataset; level of theory: ωB97M-V/def2-TZVPD.

Properties
HOMO (spin up / spin down) = -0.3179 / -0.3413 Eh
SMILES = c1n[nH]c2c1=NCN=2
E_LUMO (spin up / spin down) = -0.94 / -0.93 eV
Frontier orbital gap (spin up / spin down) = 7.712 / 8.361 eV

Last column: Mulliken charge in e.
Cartesian coordinates (Å):
C1 0.374 -1.803 0.131  -0.318
C2 0.110 -0.483 -0.436  0.548
C3 -0.483 0.169 0.669  0.285
C4 0.042 1.595 -1.130  -0.383
N1 -0.102 -1.846 1.365  -0.648
N2 0.329 0.245 -1.503  -0.562
N3 -0.476 1.785 0.225  -0.430
N4 -0.673 -0.644 1.684  0.099
H1 0.882 -2.527 -0.483  0.411
H2 1.048 2.021 -1.290  0.301
H3 -0.380 2.099 -1.917  0.392
H4 -0.671 -0.611 2.685  0.304

***

No. 15
The molecule C4H4N4. Source: the OMol25 dataset; level of theory: ωB97M-V/def2-TZVPD.

Properties
HOMO = -0.3408 Eh
SMILES = [H]/N=c1/cnccnn1
E_LUMO = -0.68 eV
Frontier orbital gap = 8.598 eV

Last column: Mulliken charge in e.
Cartesian coordinates (Å):
C1 -0.137 -0.354 -1.226  0.383
C2 -0.479 -1.349 -0.142  0.094
C3 -0.144 0.131 1.641  -0.042
C4 0.600 1.084 1.026  -0.196
H1 -0.424 0.639 -2.735  0.280
H2 -0.805 -2.313 -0.541  0.348
H3 -0.594 0.298 2.623  0.354
H4 0.738 2.054 1.514  0.355
N1 -0.802 -0.165 -2.258  -0.608
N2 -0.504 -1.130 1.121  -0.533
N3 1.366 0.953 -0.046  -0.078
N4 1.186 0.154 -0.975  -0.357

***

No. 16
The molecule C4H4N4. Source: the OMol25 dataset; level of theory: ωB97M-V/def2-TZVPD.

Properties
HOMO = -0.3667 Eh
SMILES = [H]/N=c1\nccncn1
E_LUMO = -0.74 eV
Frontier orbital gap = 9.244 eV

Last column: Mulliken charge in e.
Cartesian coordinates (Å):
C1 1.071 -0.642 -0.307  0.622
C2 -0.743 0.480 -1.068  -0.094
C3 -0.754 1.285 0.330  -0.159
C4 -0.497 -0.911 1.273  0.106
H1 2.507 0.439 -1.066  0.277
H2 -1.331 0.774 -1.982  0.360
H3 -1.027 2.256 0.577  0.459
H4 -1.353 -1.696 1.788  0.259
N1 2.231 -0.360 -0.258  -0.587
N2 0.204 -0.397 -1.253  -0.437
N3 -0.715 0.496 1.397  -0.388
N4 0.407 -1.725 0.569  -0.418

***

No. 17
A structure of composition C4H4N4. Source: the OMol25 dataset; level of theory: ωB97M-V/def2-TZVPD.

Properties
HOMO = -0.3040 Eh
E_LUMO = -0.33 eV
Frontier orbital gap = 7.943 eV

Last column: Mulliken charge in e.
Cartesian coordinates (Å):
C1 0.306 0.630 -0.078  0.249
C2 1.702 0.042 -0.316  0.138
C3 -0.448 -0.506 -0.046  0.656
C4 -1.783 -0.245 -0.049  -0.103
H1 -0.808 2.468 0.298  0.354
H2 0.872 2.356 -0.317  0.303
H3 -1.143 -2.320 0.284  0.332
H4 0.966 -2.169 0.566  0.279
N1 0.239 1.891 0.310  -0.576
N2 2.845 -0.249 -0.020  -0.490
N3 0.042 -1.811 0.150  -0.640
N4 -2.920 0.189 -0.140  -0.503

***

No. 18
The molecule C4H4N4. Source: the OMol25 dataset; level of theory: ωB97M-V/def2-TZVPD.

Properties
HOMO = -0.3288 Eh
SMILES = [H]/N=c1\ncccnn1
E_LUMO = -0.90 eV
Frontier orbital gap = 8.049 eV

Last column: Mulliken charge in e.
Cartesian coordinates (Å):
C1 0.450 0.902 -0.509  0.695
C2 0.394 -1.325 -0.803  0.023
C3 0.014 -1.613 0.556  -0.474
C4 -0.836 -0.775 1.303  -0.109
H1 2.395 1.480 -0.520  0.253
H2 0.591 -2.163 -1.445  0.394
H3 0.296 -2.469 0.972  0.454
H4 -1.140 -1.061 2.291  0.403
N1 1.416 1.655 -0.185  -0.638
N2 0.512 -0.169 -1.355  -0.546
N3 -1.326 0.393 0.858  -0.065
N4 -0.926 1.131 0.027  -0.391

***

No. 19
The molecule C4H4N4O3. Source: the OMol25 dataset; level of theory: ωB97M-V/def2-TZVPD.

Properties
HOMO = -0.3439 Eh
SMILES = O=[N+]([O-])N=C=N/C=C\C=N\O
E_LUMO = -0.49 eV
Frontier orbital gap = 8.863 eV

Last column: Mulliken charge in e.
Cartesian coordinates (Å):
C1 -0.548 2.152 0.250  -0.415
C2 -1.608 1.544 -0.196  -0.262
C3 0.769 1.566 0.344  0.034
C4 -1.050 -0.830 -0.344  0.739
N1 -1.703 0.165 -0.380  -0.282
N2 0.967 0.321 0.101  -0.224
N3 -1.012 -2.073 -0.327  -0.477
N4 0.097 -2.867 -0.271  1.036
O1 2.292 0.007 0.311  -0.398
O2 -0.187 -4.015 -0.022  -0.551
O3 1.201 -2.351 -0.525  -0.591
H1 -0.808 3.276 0.337  0.231
H2 -2.587 1.957 -0.196  0.388
H3 1.700 2.018 0.709  0.410
H4 2.478 -0.871 0.210  0.361

***

No. 20
A cluster of 2 separate species, C4H4NO in total. Source: the OMol25 dataset; level of theory: ωB97M-V/def2-TZVPD.

Properties
HOMO = -0.1404 Eh
Total charge = -1
E_LUMO = 3.86 eV
Frontier orbital gap = 7.682 eV

Last column: Mulliken charge in e.
Cartesian coordinates (Å):
C1 1.087 0.317 -0.907  0.198
C2 -3.120 -0.678 1.536  -0.720
C3 1.210 -0.318 0.234  -0.557
C4 0.515 0.847 -1.984  -0.610
N1 -2.040 -0.519 1.953  0.519
O1 -0.870 -0.431 2.471  -0.765
H1 2.091 -0.851 0.379  0.231
H2 0.464 -0.314 1.159  0.266
H3 0.987 1.769 -2.415  0.218
H4 -0.323 0.178 -2.426  0.220

***

Energy above the lowest of the compared OMol25 structures with the same formula, charge and spin (computed, kJ/mol): 363.4; 498.4; 572.9; 685.0; 477.6; 695.2; 525.8; 36.2; 536.6; 173.0; 0.0; 21.1; 551.1; 431.7; 301.4; 437.7; 461.1; 312.6; 617.7; 19.4
Strongest force on any atom (computed, eV/Å): 1.15; 4.43; 7.05; 6.14; 4.61; 5.74; 5.99; 1.54; 6.31; 3.94; 4.98; 3.39; 8.33; 9.54; 3.00; 7.72; 9.43; 5.57; 4.80; 2.31